No. 1
This record from the OMol25 dataset describes C11H17NOTb as an isolated structure at a distorted geometry. The level of theory is wB97M-V/def2-TZVPD.

Each line ends with the Mulliken spin population.
Element x y z (Å)
C -1.3810 -1.0381 -2.5009  0.014
C -0.5772 -2.0406 -1.8938  0.023
C 0.7846 -1.5960 -1.9123  -0.025
C 0.8001 -0.2947 -2.5321  0.000
C -0.5394 0.0362 -2.8875  -0.006
Tb -0.3337 -0.1099 -0.4199  6.070
C -0.7738 -1.6232 1.3944  0.089
C -2.0472 -1.4232 1.0045  -0.016
C -3.3502 -1.4864 0.8433  0.010
N -1.9863 1.1605 -0.1188  -0.209
H 1.6508 -2.1106 -1.4576  0.004
H -0.9385 -2.9928 -1.4527  0.005
H 1.6902 0.3628 -2.6266  0.004
H -0.8663 0.9973 -3.3465  0.005
H -2.4820 -1.0863 -2.6264  0.006
H -0.1642 -2.4261 0.9345  -0.001
H -2.8876 1.6572 -0.0601  0.010
H -0.2847 -1.0066 2.1687  0.001
H -3.9601 -2.1873 1.4319  -0.002
H -3.8684 -0.8586 0.1170  0.003
C 3.0491 1.1210 1.8795  0.003
C 1.6417 1.1516 1.3418  0.002
C 1.1095 2.5668 1.1638  -0.003
O 1.6122 0.4979 0.1196  0.012
H 3.7143 1.6325 1.1843  -0.001
H 3.3851 0.0879 1.9950  0.000
H 3.0802 1.6197 2.8476  0.000
H 0.9763 0.6178 2.0527  0.005
H 1.7431 3.1081 0.4510  0.000
H 0.0782 2.5719 0.7798  0.000
H 1.1254 3.0912 2.1259  0.000

The value obtained for the LUMO energy (alpha / beta) is 3.0 / 3.0 eV. As for the multiplicity: 7. As for the largest force on an atom: 5.41 eV/Å. Its charge is -1. As for the total energy: -37652.2100 eV. The value obtained for the molar mass is 338.2 g/mol. The value obtained for the HOMO-LUMO gap (alpha / beta) is 5.54 / 5.91 eV.

No. 2
This record from the OMol25 dataset describes a 2-piece molecular cluster, C11H17O2P overall at a distorted geometry. The level of theory is wB97M-V/def2-TZVPD.

Each line ends with the Löwdin charge.
Element x y z (Å)
C -0.5859 -0.8069 4.1676  -0.083
C -1.3952 -0.9791 3.0451  -0.108
C 0.7271 -0.4359 3.9634  -0.110
C -0.9131 -0.7918 1.8073  -0.138
C 1.2448 -0.1592 2.7401  -0.078
C 0.4329 -0.4273 1.6735  -0.295
C 1.2478 -2.4022 -1.6387  -0.158
C -1.4420 2.1916 -0.3835  -0.065
C 0.1908 1.9542 -2.2829  -0.054
C 0.0785 -1.7893 -0.7891  -0.353
C -0.0301 1.9566 -0.8102  -0.549
O 2.3582 -0.2497 -0.3153  -0.395
O 0.8323 2.6081 -0.0272  -0.029
P 0.8865 -0.3052 -0.0907  0.798
H -0.9155 -0.9183 5.2461  0.125
H -2.3698 -1.4265 3.2520  0.109
H 1.3293 -0.1421 4.8470  0.116
H -1.5522 -0.9888 0.9289  0.108
H 2.2152 0.2071 2.5938  0.099
H 0.8142 -3.0835 -2.4118  0.079
H 1.8368 -1.5879 -2.2332  0.095
H 1.8617 -2.7985 -0.9408  0.019
H -2.2626 1.7498 -0.8899  0.063
H -1.7807 1.9561 0.6389  0.079
H -1.6662 3.3298 -0.4558  0.125
H -0.3672 2.8067 -2.7011  0.094
H -0.1984 1.0123 -2.6254  0.076
H 1.2558 2.1659 -2.4393  0.094
H -0.3993 -2.5828 -0.0871  0.111
H -0.8527 -1.5267 -1.3148  0.066
H 1.7737 2.3180 -0.3626  0.156

The value obtained for the LUMO energy is 0.5 eV. As for the largest force on an atom: 5.24 eV/Å. The value obtained for the energy above the lowest of the compared OMol25 structures with the same formula, charge and spin is 436.13 kJ/mol. Its charge is 0. As for the total energy: -25064.3835 eV. The value obtained for the molar mass is 212.2 g/mol. The value obtained for the HOMO-LUMO gap is 8.06 eV.

No. 3
This record from the OMol25 dataset describes a 2-piece molecular cluster, C11H17OP overall at a distorted geometry. The level of theory is wB97M-V/def2-TZVPD.

Each line ends with the Mulliken spin population.
Element x y z (Å)
C 0.4733 -3.5921 2.1697  0.585
C 0.3293 -3.4668 0.7789  -0.089
C 0.3877 -2.4757 2.9704  0.317
C 0.1794 -2.1912 0.3305  0.451
C 0.2290 -1.2013 2.5189  0.018
C 0.0991 -1.0374 1.1542  0.491
C 1.8897 1.6923 0.1019  -0.005
C 1.2541 0.5475 -1.9562  0.003
C -0.0046 2.5605 -1.2445  0.003
C -4.1246 1.0778 -1.7301  0.003
C 0.7166 1.3183 -0.7199  0.071
O -3.4232 1.9680 -2.1419  -0.001
P -0.6192 0.4516 0.2080  0.069
H 0.6294 -4.5620 2.5670  0.038
H 0.5533 -4.1609 0.0372  0.003
H 0.5767 -2.6322 4.0423  0.020
H -0.2547 -1.9596 -0.6699  0.014
H -0.1389 -0.3709 3.0608  0.006
H 2.4871 0.9456 0.5768  0.000
H 2.6400 2.2659 -0.4619  0.002
H 1.7066 2.3385 0.8738  -0.002
H 1.7744 -0.3638 -1.7025  -0.002
H 1.9316 1.1998 -2.3702  0.002
H 0.5314 0.3755 -2.6622  -0.004
H 0.6547 3.2994 -1.6230  0.001
H -0.6958 2.3987 -2.0261  0.002
H -0.5801 3.0370 -0.4556  -0.002
H -3.7528 0.5522 -0.8862  0.000
H -5.0349 0.7691 -2.1849  0.001
H -0.4146 1.2161 1.4446  0.004

The value obtained for the LUMO energy (alpha / beta) is 0.8 / -2.7 eV. As for the multiplicity: 3. As for the largest force on an atom: 5.69 eV/Å. The value obtained for the energy above the lowest of the compared OMol25 structures with the same formula, charge and spin is 182.54 kJ/mol. Its charge is 0. As for the total energy: -23012.2019 eV. The value obtained for the molar mass is 196.2 g/mol. The value obtained for the HOMO-LUMO gap (alpha / beta) is 5.55 / 6.44 eV.

No. 4
This record from the OMol25 dataset describes a 2-piece molecular cluster, C11H18 overall at a distorted geometry. The level of theory is wB97M-V/def2-TZVPD.

Each line ends with the Mulliken spin population.
Element x y z (Å)
C -1.7543 -1.5355 -0.1164  -0.128
C -0.8195 -2.0850 -1.1949  0.053
C -2.9443 -2.4584 0.1071  0.037
C -0.9879 -1.3042 1.1823  0.096
H -2.1183 -0.5747 -0.5115  0.000
H -0.0801 -1.3095 -1.4151  0.067
H -2.6292 -3.4030 0.5568  -0.017
H -3.6805 -2.0216 0.7792  0.004
H -3.4252 -2.7054 -0.8348  0.002
H -0.2854 -2.1230 1.3309  -0.008
H -0.3758 -0.3985 1.1811  -0.001
H -1.6473 -1.2038 2.0441  -0.007
H -1.3676 -2.4540 -2.0658  -0.001
H -0.2707 -2.9475 -0.8002  -0.030
C 3.2931 0.6740 -0.7037  0.036
C -0.2404 2.1801 -0.5669  0.228
C -0.1933 2.8071 0.6422  -0.166
C 0.8811 1.3905 -1.0276  0.258
C 2.0886 1.4570 -0.2643  0.154
C 0.9302 2.6666 1.5347  0.568
C 2.0776 2.0566 0.9799  -0.168
H -1.0811 2.2817 -1.2541  0.043
H -0.9829 3.4958 0.9044  -0.019
H 0.9008 1.1716 -2.0844  -0.031
H 0.8456 3.1840 2.4830  0.041
H 4.2334 1.2358 -0.7133  -0.005
H 3.1729 0.2184 -1.6926  -0.002
H 2.9767 1.8653 1.5581  -0.002
H 3.4836 -0.1605 -0.0380  -0.001

The value obtained for the LUMO energy (alpha / beta) is 3.6 / 3.5 eV. As for the multiplicity: 2. As for the largest force on an atom: 1.33 eV/Å. The value obtained for the energy above the lowest of the compared OMol25 structures with the same formula, charge and spin is 15.51 kJ/mol. Its charge is -1. As for the total energy: -11697.7145 eV. The value obtained for the molar mass is 150.3 g/mol. The value obtained for the HOMO-LUMO gap (alpha / beta) is 2.92 / 6.98 eV.

No. 5
This record from the OMol25 dataset describes a 2-piece molecular cluster, C11H18 overall at a distorted geometry. The level of theory is wB97M-V/def2-TZVPD.

Each line ends with the Löwdin charge.
Element x y z (Å)
C -1.4758 -0.7141 -1.1019  -0.113
C -1.1359 0.8861 -1.3983  -0.048
C -0.0609 -1.4225 -1.0000  -0.241
C 0.3814 -1.9870 -2.1844  -0.080
C 0.7773 -1.5273 0.1002  -0.079
C 1.7220 -2.3909 -2.3008  -0.124
C 2.0672 -1.8606 -0.0319  -0.107
C 2.5267 -2.4833 -1.2134  -0.113
H -2.0088 -0.8260 -0.0566  0.112
H -2.1457 -1.1846 -1.7970  0.076
H -1.3753 1.5499 -0.4933  0.024
H -0.1522 -1.6273 -3.1448  0.140
H 0.6056 -0.9568 1.0222  0.098
H 2.1331 -2.7373 -3.3687  0.144
H 2.7321 -1.7017 0.8160  0.107
H 3.6412 -2.6903 -1.2275  0.120
H -1.6063 1.1834 -2.2541  0.024
H -0.1050 1.0729 -1.5244  0.056
C -0.0737 1.5456 2.4425  -0.288
C -1.5215 0.9420 2.1350  -0.119
C 0.0856 2.5981 1.3693  -0.142
H -0.0001 2.0006 3.4524  0.094
H 0.8086 0.8515 2.4645  0.090
H -1.6750 -0.1650 2.3874  0.087
H -0.3590 3.5110 1.8599  0.094
H 0.9980 2.7877 0.9227  0.043
H -1.7960 1.2767 1.0509  0.037
H -2.3079 1.6098 2.5492  0.069
H -0.6795 2.4595 0.5247  0.039

The value obtained for the LUMO energy is 1.0 eV. Its SMILES is CCc1ccccc1.CCC. As for the largest force on an atom: 4.28 eV/Å. The value obtained for the energy above the lowest of the compared OMol25 structures with the same formula, charge and spin is 322.83 kJ/mol. Its charge is 0. As for the total energy: -11695.9342 eV. The value obtained for the molar mass is 150.3 g/mol. The value obtained for the HOMO-LUMO gap is 10.06 eV.

No. 6
This record from the OMol25 dataset describes a 2-piece molecular cluster, C11H18ClNO overall at a distorted geometry. The level of theory is wB97M-V/def2-TZVPD.

Each line ends with the Löwdin charge.
Element x y z (Å)
C 1.8883 -0.6232 -0.5484  -0.009
C 2.9920 -1.5586 -0.0500  -0.204
C 4.1824 -0.6097 0.3336  -0.185
C -3.8080 0.4681 0.0798  -0.241
C -3.1257 -0.4056 -0.9896  -0.199
C -2.9092 1.5374 0.5707  -0.199
C 3.9641 0.5111 -0.7362  -0.239
C -1.8601 -1.0042 -0.3462  -0.150
C -1.6912 0.9255 1.2473  -0.169
C 2.4477 0.7281 -0.8797  -0.702
C -1.0034 0.1161 0.2417  -0.355
N 0.2065 -0.5108 0.8388  -0.093
O 0.1425 -1.5661 1.3975  -0.004
Cl 1.9828 2.0365 0.2689  0.608
H 2.4393 -2.0817 0.8230  0.120
H 3.3319 -2.3984 -0.6823  0.112
H 3.9445 -0.2342 1.4039  0.139
H 5.0455 -1.1451 0.2019  0.063
H -4.5731 0.9092 -0.5138  0.099
H -4.1915 -0.1490 0.8465  0.106
H -3.7424 -1.2942 -1.2377  0.105
H -3.0670 0.1444 -2.0480  0.154
H -2.5850 1.8856 -0.3774  0.111
H -3.5134 2.0629 1.2569  0.111
H 4.4117 1.4094 -0.2204  0.101
H 4.3343 -0.0272 -1.6481  0.131
H -2.1654 -1.5328 0.5704  0.126
H -1.3175 -1.5265 -1.1609  0.129
H -1.2004 1.7659 1.7251  0.116
H -2.1265 0.4075 2.1107  0.133
H 1.9801 1.0320 -1.8924  0.124
H -0.4140 0.7280 -0.5856  0.161

The value obtained for the LUMO energy (alpha / beta) is -0.3 / -0.1 eV. As for the largest force on an atom: 5.08 eV/Å. The value obtained for the energy above the lowest of the compared OMol25 structures with the same formula, charge and spin is 724.04 kJ/mol. Its charge is 0. As for the total energy: -27751.3596 eV. The value obtained for the molar mass is 215.7 g/mol. The value obtained for the HOMO-LUMO gap (alpha / beta) is 7.37 / 7.75 eV.